Record 1
{
  "formula": "C27H32BrF20N4O8S",
  "method": "the ωB97M-V functional and the def2-TZVPD basis",
  "gap_ev": 6.3,
  "charge": -1,
  "lumo_ev": 0.716,
  "max_force_ev_per_a": 9.79,
  "e_tot_ev": -186061.881,
  "e_homo_ha": -0.2042,
  "species": ["C", "C", "C", "C", "O", "O", "O", "C", "C", "C", "C", "Br", "N", "C", "C", "C", "C", "N", "C", "C", "C", "F", "F", "C", "F", "F", "C", "F", "F", "C", "F", "F", "C", "F", "F", "C", "F", "F", "C", "F", "F", "C", "F", "F", "F", "O", "C", "N", "C", "C", "C", "N", "O", "H", "H", "H", "H", "H", "H", "H", "H", "H", "H", "H", "H", "H", "H", "H", "H", "H", "H", "H", "H", "H", "H", "H", "H", "H", "H", "H", "H", "H", "H", "H", "H", "C", "F", "F", "F", "S", "O", "O", "O"],
  "positions_angstrom": [[1.08892, 1.50410, -2.31163], [-0.13201, 2.17887, -2.04853], [-1.60504, 2.89571, -1.66022], [-2.71190, 1.84651, -2.22296], [-2.24124, 1.45286, -3.59513], [-2.18103, 0.14930, -3.68903], [-1.48743, 4.17536, -2.35004], [-2.69745, 4.84699, -2.73193], [-2.59270, 6.36437, -2.01496], [-1.25284, 7.18962, -2.54180], [-1.61144, 8.29061, -3.73431], [-0.57756, 8.31003, -0.97698], [-2.92664, 5.16046, -4.18011], [-2.25564, 4.38197, -5.06324], [-3.19662, 3.35187, -5.98831], [-0.65783, 4.38059, -5.42246], [-1.53849, 3.02028, 0.01194], [-2.72842, 3.95921, 0.33194], [-1.91203, 1.66221, 0.81797], [-0.98525, 0.35061, 0.60555], [-1.18190, -0.83164, 1.77231], [-2.63611, -0.86914, 2.18089], [-0.42376, -0.56102, 3.01455], [-0.80514, -2.31182, 1.09057], [-2.11774, -2.80328, 0.52603], [0.23450, -2.15448, 0.00532], [-0.16666, -3.37730, 2.16336], [1.23294, -2.93935, 2.52652], [-0.90120, -3.42525, 3.47719], [-0.17571, -4.94087, 1.60703], [-1.44855, -5.54145, 2.15681], [-0.27119, -5.05545, 0.13366], [1.04607, -5.86543, 2.18945], [1.31715, -5.65145, 3.65868], [0.55986, -7.29351, 2.10342], [2.42548, -5.82620, 1.27388], [2.60563, -4.57238, 0.50356], [2.24334, -6.91604, 0.24337], [3.77683, -6.26140, 2.12915], [4.22647, -5.19482, 3.08027], [3.53144, -7.47549, 2.99255], [5.07264, -6.62999, 1.19368], [5.04814, -8.08423, 0.79044], [6.31235, -6.39630, 2.01881], [5.22777, -5.79427, -0.02063], [-0.23500, 3.61166, 0.24890], [0.20650, 3.78447, 1.60143], [-0.75564, 4.23557, 2.65169], [1.04114, 2.49013, 2.25854], [2.22402, 3.02421, 3.31222], [3.36133, 1.79851, 3.31446], [3.35938, 0.68066, 4.37551], [4.31368, 1.71691, 2.34434], [1.98817, 0.72132, -2.25680], [-3.79478, 2.25954, -2.37506], [-2.81032, 0.83068, -1.65270], [-1.39313, -0.20792, -3.17800], [-3.71322, 4.42696, -2.29976], [-3.53535, 6.95531, -2.38968], [-2.56298, 6.30889, -0.84812], [-0.38442, 6.48324, -2.89002], [-1.70951, 9.37928, -3.28113], [-2.63587, 8.03653, -4.24349], [-0.73990, 8.25888, -4.52167], [-4.15623, 3.06096, -5.38425], [-3.51760, 3.90612, -6.99483], [-2.53671, 2.39457, -6.19380], [-0.09846, 3.37256, -5.22314], [-0.53851, 4.75015, -6.55012], [-0.14472, 5.24005, -4.77235], [-3.56607, 3.60421, -0.21998], [-3.01697, 3.80962, 1.33292], [-1.98801, 1.85104, 1.99163], [-3.02351, 1.36100, 0.50109], [-1.33843, -0.17835, -0.40490], [0.17273, 0.56310, 0.43968], [1.04906, 4.63567, 1.56601], [-1.20222, 3.47667, 3.20043], [-1.40740, 4.98961, 2.36089], [1.60479, 1.85546, 1.45396], [0.27900, 1.89689, 2.91826], [1.81461, 3.22390, 4.39156], [2.73044, 3.97486, 2.83122], [3.68028, -0.19621, 3.88379], [2.33383, 0.49251, 4.56877], [3.04814, -10.74871, 2.45198], [2.42721, -9.64385, 1.92695], [4.14159, -10.97499, 1.65497], [3.54845, -10.35263, 3.66636], [1.91648, -12.23066, 2.57681], [1.48101, -12.50975, 1.20140], [0.81609, -11.81208, 3.45613], [2.73700, -13.30550, 3.15128]],
  "forces_ev_per_a": [[-8.69, 3.67, 2.62], [7.90, -5.09, -1.33], [2.95, -1.64, -0.28], [-0.45, -0.35, -0.91], [-0.40, 4.74, 2.12], [0.61, -5.25, 0.09], [-1.58, -1.90, 0.54], [-0.63, 4.97, 1.40], [0.24, 0.13, -0.28], [-1.16, 0.03, -1.00], [0.14, -0.11, 0.25], [-0.15, -0.89, -0.83], [2.19, -5.17, -0.85], [-1.61, 0.29, -0.09], [0.70, 1.10, -0.30], [0.00, 1.17, 0.85], [-1.43, 0.33, -0.47], [-0.08, -1.35, 0.14], [-0.47, -1.26, 0.76], [0.14, -1.11, -0.71], [-1.10, 1.40, 0.10], [4.31, -0.05, -0.99], [-2.07, -1.01, -3.55], [-0.64, 0.11, -0.61], [4.70, 1.27, 1.54], [-3.59, -0.53, 3.37], [0.74, -0.32, 2.34], [-4.44, -1.39, -1.46], [2.26, 0.59, -4.52], [-2.52, -1.39, -0.03], [4.05, 1.97, -1.94], [0.58, 0.57, 4.79], [-0.58, -3.23, 1.48], [-0.91, -0.19, -5.12], [1.60, 4.93, 0.32], [0.00, -1.23, -2.32], [-0.57, -3.80, 2.81], [0.78, 3.68, 3.21], [1.00, -0.66, 2.94], [-1.77, -3.05, -3.26], [0.56, 4.44, -3.19], [3.04, -1.35, -1.05], [0.09, 5.66, 1.42], [-4.30, -0.95, -2.97], [-0.79, -2.90, 4.20], [-2.04, -0.80, 0.86], [2.47, 0.63, 2.28], [0.08, -0.50, -0.97], [-0.02, 0.73, 0.75], [0.53, -1.01, -0.67], [4.29, -1.39, -3.51], [-2.13, 1.48, -3.26], [-5.96, 0.79, 5.87], [-2.44, 2.40, -0.29], [2.06, -0.41, 0.52], [0.44, 2.19, -0.71], [-0.63, 1.06, -0.72], [2.25, 0.22, -0.96], [1.78, -1.06, 0.89], [-0.14, -0.12, -2.33], [-1.74, 1.40, 1.00], [0.32, -2.37, -0.95], [2.08, 0.25, 0.90], [-1.82, 0.23, 1.46], [1.99, 0.70, -1.13], [0.74, -1.41, 2.06], [-1.42, 2.03, 0.24], [-1.27, 1.83, -0.50], [-0.45, -1.12, 2.34], [-1.12, -2.03, -1.31], [1.44, 0.57, 0.81], [0.53, 0.17, -1.32], [0.27, -0.04, -2.63], [2.49, 0.70, 0.69], [0.83, 1.00, 2.26], [-2.63, -0.41, 0.64], [-2.03, -1.78, -0.50], [0.35, 0.88, -0.85], [0.78, -0.93, 0.26], [-1.39, 1.23, 1.41], [1.47, 0.61, -1.52], [0.82, -0.34, -2.19], [-0.88, -2.03, 1.20], [0.00, 1.42, 0.61], [1.50, 0.40, 0.12], [0.94, 1.09, -0.10], [0.23, -1.10, 0.34], [-1.01, -0.03, 0.63], [-0.55, -0.50, -0.90], [-1.83, -2.41, 0.20], [0.87, 0.93, 0.95], [1.35, 0.42, -0.70], [-0.06, 1.51, -0.48]]
}


Record 2
{
  "formula": "C27H32BrO7PSSbSe4Tc",
  "method": "the ωB97M-V functional and the def2-TZVPD basis",
  "gap_ev": [5.8, 5.1],
  "charge": -1,
  "lumo_ev": [1.532, 0.984],
  "max_force_ev_per_a": 8.26,
  "e_tot_ev": -403139.999,
  "relative_energy_kj_mol": 498.8,
  "spin_multiplicity": 4,
  "e_homo_ha": [-0.1562, -0.1528],
  "species": ["Tc", "C", "C", "C", "C", "O", "P", "O", "O", "O", "C", "C", "C", "C", "H", "H", "H", "H", "H", "H", "H", "H", "H", "H", "H", "H", "H", "H", "H", "H", "H", "H", "O", "S", "C", "C", "C", "C", "C", "C", "C", "C", "C", "C", "C", "C", "H", "H", "H", "H", "H", "H", "H", "H", "H", "H", "Br", "C", "C", "C", "C", "C", "C", "C", "O", "O", "H", "H", "H", "H", "Se", "Sb", "Se", "Se", "Se"],
  "positions_angstrom": [[-0.14347, 0.69701, -0.27142], [1.10229, 2.96941, 2.93542], [-0.42051, 3.00615, 2.80804], [-0.99119, 3.83163, 3.95772], [-0.82973, 3.63724, 1.47965], [-1.00009, 1.68688, 2.97852], [-0.80993, 0.46398, 1.94828], [-1.73470, 0.67676, 0.76461], [0.60265, 0.40372, 1.44972], [-1.36162, -0.75959, 2.75204], [-0.90333, -1.19482, 4.05466], [0.55699, -0.82537, 4.29804], [-1.79926, -0.54345, 5.10373], [-1.05534, -2.71189, 4.05234], [1.49999, 3.98296, 2.87942], [1.58485, 2.39587, 2.14723], [1.39745, 2.52376, 3.88759], [-0.65617, 4.86323, 3.86324], [-0.65053, 3.42633, 4.91153], [-2.08060, 3.80421, 3.94249], [-0.56033, 4.69213, 1.44843], [-1.90428, 3.54373, 1.32104], [-0.32267, 3.17736, 0.61620], [0.68559, 0.25580, 4.32691], [1.19578, -1.23984, 3.51698], [0.88097, -1.22533, 5.25871], [-1.62998, 0.53173, 5.13324], [-1.57908, -0.96233, 6.08547], [-2.84665, -0.72192, 4.85929], [-0.44753, -3.14327, 3.25615], [-2.09624, -2.98434, 3.87675], [-0.73309, -3.12479, 5.00782], [-0.48260, -1.87802, 0.33023], [-0.87034, -1.22815, -0.90915], [-2.67037, -1.25619, -1.00077], [-3.30654, -2.14827, -0.15579], [-4.69174, -2.17464, -0.12228], [-5.41677, -1.31024, -0.92911], [-4.76915, -0.39869, -1.75172], [-3.38312, -0.36548, -1.78700], [-0.56850, -2.27504, -2.33794], [-0.85813, -1.83371, -3.61646], [-0.53324, -2.63702, -4.69853], [0.07027, -3.86606, -4.47789], [0.36310, -4.29010, -3.19197], [0.05086, -3.48936, -2.10832], [-2.71027, -2.79470, 0.47556], [-5.19553, -2.86052, 0.54656], [-6.49847, -1.35199, -0.91581], [-5.33363, 0.29845, -2.35529], [-2.87415, 0.36525, -2.40847], [-1.31082, -0.86008, -3.76233], [-0.71009, -2.25728, -5.69420], [0.32874, -4.49304, -5.32144], [0.86203, -5.23390, -3.01688], [0.30715, -3.76256, -1.09296], [8.05486, 1.84792, -3.44757], [6.35116, 1.27283, -2.85128], [5.94119, 1.62207, -1.57375], [4.71506, 1.16497, -1.12668], [3.93033, 0.36077, -1.94953], [4.34620, 0.04380, -3.23470], [5.56703, 0.51306, -3.69682], [2.59030, -0.06939, -1.48121], [2.01292, -1.03288, -1.98766], [2.03685, 0.69151, -0.58409], [6.55611, 2.24552, -0.93985], [4.35869, 1.43038, -0.14125], [3.70805, -0.53403, -3.88883], [5.86571, 0.31221, -4.71484], [-1.09501, 4.13633, -4.71397], [0.24374, 2.16066, -4.30574], [-0.09113, 1.23767, -2.22105], [-0.30207, 0.92009, -6.30944], [2.46102, 2.64490, -5.17959]],
  "forces_ev_per_a": [[5.75, -1.59, -0.28], [0.11, -0.22, -0.03], [0.36, 0.76, -0.02], [-0.08, -0.29, -0.04], [-0.03, -0.37, -0.32], [0.33, -0.74, -0.29], [-3.01, 0.81, 4.72], [-3.27, 0.13, 2.45], [1.26, -0.44, 3.38], [0.27, 0.35, -0.11], [0.24, -0.23, 0.68], [0.02, -0.02, -0.16], [0.02, -0.04, -0.16], [-0.08, 0.15, -0.22], [-0.09, 0.06, 0.11], [-0.11, -0.02, -0.08], [-0.03, 0.09, 0.05], [0.00, 0.02, 0.06], [0.00, 0.03, 0.03], [-0.03, 0.04, -0.04], [0.03, 0.01, 0.14], [0.01, 0.00, -0.01], [-0.11, 0.05, 0.19], [0.05, 0.02, -0.02], [0.00, 0.04, 0.01], [-0.06, -0.04, 0.03], [-0.01, 0.01, -0.01], [-0.03, -0.03, 0.04], [-0.01, -0.04, 0.05], [-0.01, 0.02, 0.00], [-0.02, -0.02, 0.02], [-0.02, 0.02, 0.03], [-0.01, -2.28, 0.75], [-0.91, -0.62, -0.73], [0.03, 0.01, 0.24], [-0.01, -0.06, -0.01], [0.07, 0.00, -0.04], [-0.18, -0.03, 0.00], [0.10, -0.11, 0.05], [0.07, 0.12, -0.16], [0.55, 0.29, 0.07], [-0.16, 0.18, 0.07], [0.00, 0.14, 0.21], [0.00, -0.07, -0.19], [-0.03, -0.10, 0.12], [0.00, 0.18, 0.32], [-0.02, 0.03, 0.02], [-0.05, -0.02, -0.05], [-0.02, 0.07, 0.03], [-0.02, -0.02, -0.03], [-0.03, -0.06, 0.09], [0.05, -0.09, -0.19], [-0.03, -0.05, -0.06], [0.04, 0.00, -0.01], [-0.01, -0.04, -0.08], [0.05, -0.05, -0.03], [0.17, 0.12, -0.10], [0.05, 0.03, 0.04], [-0.01, -0.07, 0.03], [0.10, -0.07, -0.24], [0.20, 0.17, 0.20], [0.16, 0.09, 0.11], [-0.16, -0.05, 0.01], [-1.48, -0.08, 0.43], [0.48, -0.06, -0.13], [0.26, -0.16, -0.22], [0.09, -0.02, -0.06], [-0.08, -0.01, -0.03], [-0.08, -0.02, 0.11], [0.15, -0.01, 0.01], [-0.18, 0.15, 0.76], [-0.27, 2.92, -3.68], [-0.97, 2.59, -7.78], [0.28, -0.95, -0.19], [0.37, -0.50, 0.15]]
}


Record 3
{
  "formula": "C27H32CaCl2N3O3S2Te",
  "method": "the ωB97M-V functional and the def2-TZVPD basis",
  "gap_ev": [3.9, 4.8],
  "charge": -2,
  "lumo_ev": [3.974, 3.974],
  "max_force_ev_per_a": 1.82,
  "e_tot_ev": -111581.823,
  "relative_energy_kj_mol": 131.5,
  "spin_multiplicity": 2,
  "e_homo_ha": [0.0025, -0.0292],
  "species": ["Ca", "Cl", "C", "C", "C", "Cl", "C", "O", "C", "C", "O", "C", "H", "H", "H", "O", "N", "C", "C", "C", "C", "C", "S", "H", "H", "H", "H", "C", "C", "C", "C", "N", "C", "S", "N", "C", "C", "C", "C", "H", "H", "H", "H", "H", "H", "H", "H", "H", "H", "H", "H", "H", "H", "H", "H", "H", "H", "H", "H", "Te", "C", "C", "C", "C", "C", "C", "H", "H", "H", "H", "H"],
  "positions_angstrom": [[1.22686, -1.11327, 0.91401], [7.53143, -4.89822, 0.26070], [6.23722, -3.68171, 0.28332], [6.59579, -2.35045, 0.38085], [5.54323, -1.42085, 0.37146], [5.98831, 0.28070, 0.47597], [4.19253, -1.73364, 0.28666], [3.28899, -0.79242, 0.22387], [3.85132, -3.16586, 0.22032], [2.54605, -3.72649, 0.15533], [1.39922, -3.14806, 0.13813], [4.93319, -4.09537, 0.19975], [7.62460, -2.03418, 0.45092], [2.52871, -4.82316, 0.06957], [4.70818, -5.15137, 0.11746], [0.35000, -1.25914, 2.95693], [-0.97409, -1.35349, 3.00871], [-1.45138, -1.76267, 4.21122], [-2.78678, -1.81168, 4.47949], [-3.68192, -1.44118, 3.46489], [-3.18251, -1.07728, 2.25095], [-1.79521, -1.07017, 1.95987], [-1.28094, -0.11106, 0.58996], [-0.66876, -2.01415, 4.90880], [-3.12115, -2.12677, 5.45795], [-4.74976, -1.43253, 3.63898], [-3.83048, -0.78820, 1.43682], [-2.84687, 5.44249, -1.53435], [-1.45409, 5.55686, -0.92227], [-1.26444, 4.70856, 0.33391], [-1.39298, 3.20456, 0.09416], [-0.48365, 2.70834, -0.93709], [0.84320, 2.43636, -0.71818], [1.62130, 2.83708, 0.70251], [1.45401, 1.84330, -1.77048], [2.86325, 1.43354, -1.81798], [3.86510, 2.58174, -1.88922], [3.74536, 3.52364, -3.08946], [2.51724, 4.43599, -3.08511], [-2.98942, 6.15832, -2.34672], [-3.61823, 5.63311, -0.78374], [-3.02774, 4.44777, -1.94367], [-1.26042, 6.60327, -0.66943], [-0.70317, 5.26527, -1.66049], [-2.01408, 4.98280, 1.08426], [-0.28300, 4.90675, 0.75755], [-2.39739, 2.97667, -0.26593], [-1.24673, 2.64609, 1.02032], [-0.91502, 2.07082, -1.59097], [0.83955, 1.34054, -2.39191], [2.95274, 0.83463, -2.72837], [3.10195, 0.79132, -0.96441], [4.84907, 2.10555, -1.90488], [3.81298, 3.15951, -0.96710], [3.76922, 2.93972, -4.01706], [4.63678, 4.15856, -3.09739], [1.60886, 3.90316, -3.36023], [2.64332, 5.26571, -3.78498], [2.35230, 4.85316, -2.08948], [-1.84297, -4.05434, 0.33472], [-3.90694, -4.50449, 0.30324], [-4.61007, -4.68298, -0.89813], [-5.96092, -4.99333, -0.91853], [-6.67558, -5.13784, 0.26487], [-6.00389, -4.96012, 1.46842], [-4.65215, -4.64930, 1.48425], [-4.07146, -4.57358, -1.83220], [-6.46326, -5.12542, -1.87269], [-7.73135, -5.38525, 0.24933], [-6.53659, -5.07275, 2.40845], [-4.14653, -4.51305, 2.43357]],
  "forces_ev_per_a": [[0.16, 0.03, -0.24], [-0.12, 0.10, 0.00], [0.12, -0.25, -0.02], [0.04, 0.10, 0.01], [0.17, 0.08, 0.06], [-0.06, -0.09, -0.05], [-0.11, -0.21, -0.31], [-0.12, -0.33, 0.34], [-0.17, 0.00, 0.02], [0.32, 0.11, -0.22], [0.29, 0.18, 0.05], [0.10, -0.05, 0.04], [0.00, 0.01, 0.01], [0.06, 0.03, 0.05], [0.00, 0.00, 0.02], [-0.28, 0.15, -0.26], [0.14, -0.33, 0.29], [-0.26, -0.11, -0.17], [0.04, -0.07, 0.03], [0.02, -0.01, 0.03], [-0.02, -0.50, -0.25], [-0.21, 1.77, 0.39], [-0.02, -0.51, 0.22], [-0.01, 0.01, 0.01], [0.00, -0.01, -0.01], [-0.01, -0.03, 0.00], [-0.01, -0.02, 0.01], [-0.01, 0.00, -0.02], [-0.06, 0.00, 0.06], [-0.02, -0.11, -0.19], [0.09, 0.10, -0.01], [0.11, -0.26, 0.02], [-0.18, 0.17, 0.05], [0.08, 0.06, -0.01], [-0.12, -0.20, 0.19], [0.05, 0.15, 0.06], [-0.11, 0.01, -0.12], [-0.01, -0.03, 0.05], [-0.01, 0.00, 0.00], [0.02, 0.00, -0.01], [-0.01, 0.00, 0.01], [0.00, -0.02, 0.01], [0.03, 0.01, -0.01], [0.02, 0.03, -0.01], [0.01, 0.03, 0.01], [0.06, 0.01, 0.08], [0.01, -0.08, 0.06], [0.04, 0.05, -0.01], [-0.10, 0.12, -0.05], [0.03, 0.13, -0.16], [0.00, -0.07, 0.06], [0.05, 0.08, -0.14], [0.01, 0.01, 0.03], [0.00, 0.01, 0.05], [0.02, 0.03, -0.02], [0.03, -0.03, -0.05], [-0.02, -0.03, 0.01], [0.00, 0.01, -0.01], [0.01, 0.03, 0.02], [0.01, -0.28, -0.11], [-0.04, 0.04, 0.11], [0.04, 0.02, 0.01], [-0.05, -0.01, -0.07], [-0.05, -0.02, 0.02], [-0.03, -0.02, 0.04], [0.02, 0.05, 0.01], [0.00, 0.00, 0.00], [0.00, 0.00, 0.01], [0.00, 0.01, 0.00], [-0.01, 0.02, -0.01], [0.01, -0.02, 0.00]]
}